No. 1
Density functional theory data (ωB97M-V with the def2-TZVPD basis set) for a 5-piece molecular cluster, C14H39ClN3O8 overall in a non-equilibrium geometry.

Properties
HOMO energy (eV): -5.8
Kohn-Sham gap (eV): 8.6
Charge: -1
Energy relative to the best compared isomer or geometry (same formula, charge and spin) (kcal per mole): 25.9

Geometry as XYZ:
```
65
Properties=species:S:1:pos:R:3:forces:R:3
Cl -0.46216 -0.36731 1.41550 2.16 -0.26 -0.80
O -0.20660 -1.71756 1.83813 -1.17 -0.81 0.49
O 0.11386 0.47436 2.44273 -0.63 0.75 -0.17
O 0.26656 -0.22365 0.16973 0.13 0.80 -0.21
O -1.83108 -0.06422 1.13236 -0.60 -0.11 0.79
C -1.66152 -4.47821 0.37680 -0.34 -0.14 -0.38
C -0.32334 -4.52631 -0.35566 -0.26 -1.07 -1.47
C -0.32922 -3.52777 -1.52939 -0.60 0.27 1.57
O 0.93754 -3.32292 -2.09410 -0.96 0.13 -0.60
C 0.80956 -2.28652 -3.04800 0.87 -0.02 0.00
N 0.84612 -4.37753 0.50171 -1.30 -0.23 1.40
H -1.77023 -5.24737 1.14612 0.44 0.04 0.11
H -2.45058 -4.73967 -0.33815 -0.17 0.44 0.01
H -1.82914 -3.50043 0.83105 -0.13 0.00 -0.06
H -0.34043 -5.48729 -0.89642 0.63 -0.26 0.54
H -0.76448 -2.61748 -1.08821 0.44 0.50 -0.31
H -1.07375 -3.85279 -2.26786 0.10 -0.20 -0.21
H 0.41896 -1.38593 -2.56762 0.06 0.14 -0.05
H 0.18865 -2.52250 -3.92193 -0.32 -0.33 0.20
H 1.80872 -2.11467 -3.45346 0.05 0.19 0.19
H 0.72909 -5.10928 1.21418 0.39 -0.47 -0.49
H 0.51006 -3.63362 1.12850 0.89 0.68 -0.47
C -3.85230 1.35641 -1.34819 -0.11 -0.14 1.52
C -4.51669 2.68543 -0.98703 1.93 0.01 0.25
C -3.91083 3.12521 0.38175 -1.36 -0.69 0.54
O -4.73352 4.08927 1.02613 -0.60 0.44 -0.65
C -4.36070 4.52081 2.31546 -0.02 -0.95 -0.25
N -4.13174 3.62559 -2.03260 -0.85 1.07 0.01
H -4.28354 0.59457 -0.69129 -0.10 -0.29 -0.46
H -2.82061 1.38245 -0.98345 0.19 0.00 -0.54
H -3.92135 1.10509 -2.40078 -0.06 -0.02 -0.01
H -5.59434 2.53995 -0.90073 -0.02 0.46 -0.09
H -2.90869 3.54918 0.28719 0.24 -0.38 -0.24
H -3.93031 2.21008 0.98531 0.56 0.10 0.32
H -3.39571 5.03276 2.31567 -0.02 0.24 0.03
H -4.28920 3.66322 2.99385 0.13 -0.06 0.06
H -5.18013 5.13718 2.67575 0.19 0.32 -0.02
H -4.35441 4.55008 -1.65991 -0.01 0.03 -0.40
H -3.11938 3.62545 -2.11111 0.01 -0.21 -0.02
C 4.06080 -0.06675 0.44471 -0.39 0.39 -0.49
C 3.50338 -1.07300 -0.56305 0.92 -1.37 0.04
C 4.58907 -1.82838 -1.36347 0.29 0.08 -0.71
O 4.21741 -3.15902 -1.67068 0.06 -0.01 -0.45
C 5.15979 -3.71809 -2.55813 0.23 -0.47 1.01
N 2.68760 -2.08756 0.17735 -0.12 2.57 0.95
H 4.60282 0.77725 0.00725 0.09 -0.09 -0.07
H 4.68958 -0.54856 1.19510 0.06 -0.10 -0.08
H 3.17341 0.33488 0.94032 0.17 0.20 0.17
H 2.93180 -0.56225 -1.33875 -0.54 0.00 0.38
H 5.59759 -1.82334 -0.91982 -0.13 -0.02 0.48
H 4.73192 -1.34027 -2.34207 0.02 0.38 0.12
H 4.87323 -4.73380 -2.82687 -0.50 0.14 -0.14
H 6.10124 -3.86337 -2.01160 0.32 0.28 -0.18
H 5.34570 -3.11732 -3.45130 -0.11 0.12 -0.10
H 3.06940 -1.97378 1.12685 0.55 -1.08 -0.10
H 1.89559 -1.47565 0.44595 -0.60 -0.85 -0.88
C 0.44951 5.70634 2.60260 -0.42 -0.59 -0.12
C 0.35668 4.19233 2.46603 0.67 -0.01 0.42
O 1.03116 3.67066 3.61872 -0.09 -0.28 -0.13
H -0.01616 5.97640 3.55018 0.16 0.24 0.02
H -0.06312 6.22684 1.79292 0.01 -0.03 -0.04
H 1.50571 5.96962 2.59104 -0.04 0.19 0.14
H 0.89828 3.86294 1.57529 -0.24 -0.04 -0.17
H -0.65547 3.78284 2.45817 -0.14 0.28 -0.25
H 0.97991 2.70695 3.55127 0.02 0.06 0.04
```
Forces are in eV/Å.

Partial charges, Mulliken, in e:
1 Cl 1.73
2 O -0.76
3 O -0.71
4 O -0.71
5 O -0.64
6 C -1.39
7 C 0.37
8 C -0.62
9 O -0.18
10 C -0.73
11 N -0.51
12 H 0.38
13 H 0.40
14 H 0.28
15 H 0.28
16 H 0.12
17 H 0.41
18 H 0.23
19 H 0.36
20 H 0.18
21 H 0.34
22 H 0.11
23 C -1.26
24 C 0.43
25 C -0.48
26 O -0.38
27 C -0.63
28 N -0.81
29 H 0.35
30 H 0.17
31 H 0.42
32 H 0.30
33 H 0.27
34 H 0.30
35 H 0.21
36 H 0.30
37 H 0.25
38 H 0.29
39 H 0.28
40 C -1.75
41 C 0.92
42 C -1.01
43 O -0.23
44 C -0.87
45 N -0.29
46 H 0.42
47 H 0.42
48 H 0.40
49 H 0.23
50 H 0.42
51 H 0.27
52 H 0.25
53 H 0.34
54 H 0.33
55 H 0.33
56 H -0.14
57 C -1.29
58 C 0.09
59 O -0.57
60 H 0.30
61 H 0.35
62 H 0.36
63 H 0.23
64 H 0.21
65 H 0.32

No. 2
Density functional theory data (ωB97M-V with the def2-TZVPD basis set) for C14H40CrOP2Si2 as an isolated structure in a non-equilibrium geometry.

Properties
HOMO energy (alpha / beta) (eV): -11.3 / -11.3
Multiplicity: 4
Kohn-Sham gap (alpha / beta) (eV): 7.4 / 6.7
Charge: +1
Expectation value of S²: 3.878
Energy relative to the best compared isomer or geometry (same formula, charge and spin) (kcal per mole): 48.3

Geometry as XYZ:
```
60
Properties=species:S:1:pos:R:3:forces:R:3
Cr -0.09687 -0.69217 -1.77684 -1.08 0.07 -0.63
H -1.09477 -1.24471 -0.46572 -0.94 2.29 0.30
H -1.19018 -0.30206 -0.47131 -0.16 -2.50 0.37
P -0.37210 -2.98812 -2.08540 0.50 -2.22 -0.28
P -0.37223 1.60956 -2.08011 0.31 1.78 0.08
C 1.13062 2.58533 -1.69801 0.33 -0.27 0.16
H 1.01222 3.64984 -1.94041 -0.08 -0.32 -0.05
H 1.37585 2.49476 -0.63306 -0.17 -0.02 -0.53
H 1.98830 2.17557 -2.23731 -0.12 0.06 -0.17
C -0.67033 2.03736 -3.82229 -0.10 -0.17 -0.05
H -1.61086 1.57401 -4.13345 0.08 0.13 -0.12
H -0.72060 3.12151 -3.96730 -0.03 -0.19 0.05
H 0.14044 1.61601 -4.42136 -0.12 0.08 0.02
C -1.67982 2.56121 -1.21266 -0.29 -0.14 0.12
H -1.55678 2.52185 -0.12506 0.01 0.05 -0.37
H -1.69395 3.61718 -1.51634 0.12 -0.33 -0.06
H -2.65565 2.11885 -1.44075 0.08 0.10 -0.04
C -0.49192 -3.42248 -3.85257 -0.03 0.21 -0.15
H -0.56632 -4.50505 -4.01274 -0.02 0.24 0.15
H -1.37572 -2.92822 -4.27073 0.13 -0.13 -0.04
H 0.39035 -3.03331 -4.37084 -0.16 -0.07 0.08
C 1.05277 -4.01958 -1.53154 0.24 0.23 0.03
H 1.17981 -3.96027 -0.44338 -0.07 0.00 -0.23
H 0.93924 -5.07730 -1.81122 -0.16 0.36 0.01
H 1.97390 -3.63776 -1.99020 -0.20 -0.07 0.07
C -1.78184 -3.91593 -1.36274 -0.29 0.22 0.06
H -2.71728 -3.45186 -1.69573 0.07 -0.12 0.06
H -1.78867 -4.97025 -1.67565 0.17 0.37 -0.03
H -1.75673 -3.87625 -0.26842 0.01 -0.01 -0.27
C 1.49855 -0.70219 -0.84428 2.48 0.34 1.40
O 2.51503 -0.68713 -0.30582 -1.18 -0.15 -1.11
H 0.50012 -0.68489 -3.20801 0.58 -0.05 -0.64
C 1.91506 2.11982 2.86642 0.27 0.13 0.33
Si 0.45786 2.31961 1.75445 -0.22 1.62 1.57
C -1.13661 2.72854 2.71416 -0.03 -0.22 0.25
C 0.69877 4.05914 1.05939 0.27 0.14 -0.63
C 0.10119 0.72010 0.95832 -1.82 -0.44 -0.25
Si 0.24453 -0.77909 2.05173 0.16 -0.57 1.77
C -0.58508 -0.38361 3.70074 -0.04 0.18 0.14
C -0.69140 -2.35956 1.65473 -0.08 -0.06 -0.55
C 1.95390 -1.39926 2.48991 0.32 0.01 -0.14
H 2.01166 3.06035 3.42291 0.18 -0.20 0.00
H 2.81864 1.97651 2.26252 0.00 0.00 0.19
H 1.82061 1.29811 3.58057 0.13 0.15 -0.08
H -0.89738 3.59839 3.34365 -0.12 -0.17 -0.13
H -1.95187 3.03202 2.04006 0.20 -0.04 0.12
H -1.51379 1.93848 3.37136 0.04 0.25 -0.21
H 1.67118 4.20605 0.57424 -0.20 0.10 0.04
H -0.09481 4.37834 0.37028 0.24 -0.04 0.11
H 0.66589 4.74330 1.92580 -0.02 -0.42 -0.23
H -1.01565 0.86098 0.83381 0.88 -0.42 -0.15
H -1.66162 -0.21058 3.55191 0.27 0.01 0.16
H -0.47619 -1.26896 4.34633 0.00 0.22 -0.19
H -0.14411 0.47523 4.22095 -0.24 -0.23 -0.03
H -1.75433 -2.16781 1.44881 0.19 -0.21 -0.01
H -0.62854 -3.03516 2.52954 0.06 0.42 -0.39
H -0.22090 -2.86659 0.80245 -0.27 -0.12 0.19
H 2.40052 -1.99655 1.68577 -0.01 0.10 0.26
H 2.64280 -0.58382 2.73382 -0.01 -0.22 -0.06
H 1.86508 -2.04744 3.37661 -0.04 0.23 -0.25
```
Forces are in eV/Å.

Partial charges, Mulliken, in e:
1 Cr -0.97
2 H -0.01
3 H 0.20
4 P 1.39
5 P 1.49
6 C -1.09
7 H 0.51
8 H -0.15
9 H 0.43
10 C -1.25
11 H 0.40
12 H 0.42
13 H 0.42
14 C -1.02
15 H -0.07
16 H 0.43
17 H 0.40
18 C -1.24
19 H 0.42
20 H 0.38
21 H 0.39
22 C -1.41
23 H 0.32
24 H 0.45
25 H 0.38
26 C -1.20
27 H 0.38
28 H 0.41
29 H 0.34
30 C 0.29
31 O -0.31
32 H 0.13
33 C -1.18
34 Si 0.28
35 C -1.23
36 C -1.31
37 C 0.06
38 Si 0.01
39 C -1.24
40 C -0.87
41 C -1.16
42 H 0.36
43 H 0.37
44 H 0.34
45 H 0.43
46 H 0.37
47 H 0.34
48 H 0.40
49 H 0.30
50 H 0.48
51 H 0.12
52 H 0.33
53 H 0.39
54 H 0.40
55 H 0.39
56 H 0.50
57 H -0.34
58 H 0.36
59 H 0.40
60 H 0.39

No. 3
Density functional theory data (ωB97M-V with the def2-TZVPD basis set) for a 3-piece molecular cluster, C14H40FN7O6P2S overall in a non-equilibrium geometry.

Properties
SMILES string: CN(C)P(=O)(N(C)C)N(C)C.CN(C)P(=O)(N(C)C)N(C)C.O=CCN(O)S(=O)(=O)F
HOMO energy (eV): -7.9
Kohn-Sham gap (eV): 8.3
Energy relative to the best compared isomer or geometry (same formula, charge and spin) (kcal per mole): 110.8

Geometry as XYZ:
```
71
Properties=species:S:1:pos:R:3:forces:R:3
O -6.26715 0.68773 0.98001 0.44 -0.05 -0.27
C -5.15337 0.57316 0.52645 -1.10 0.18 0.52
C -4.85831 1.23903 -0.81278 -0.01 -0.49 -0.40
N -3.45848 1.49882 -1.14182 -0.36 -1.16 1.55
O -3.26651 2.53202 -2.03326 0.23 0.07 -0.79
S -2.41134 1.68528 0.16317 2.38 3.29 -0.82
O -1.18324 2.15515 -0.35505 0.45 -0.59 -0.72
O -2.89914 2.52133 1.20967 -1.45 -1.27 0.71
F -2.11866 0.24661 0.65847 -1.20 -0.12 -0.18
H -4.43566 -0.04274 1.09237 0.31 0.11 -0.44
H -5.24149 0.56122 -1.58137 0.00 -0.10 0.00
H -5.49857 2.12361 -0.87578 0.24 0.26 0.26
H -4.00755 3.15476 -1.97850 -0.02 0.03 0.51
O 1.86062 -2.08580 4.36706 -2.95 -0.44 1.99
P 1.37070 -0.66309 4.51375 4.35 2.68 -3.53
N 1.05135 -0.32058 2.86197 -0.32 0.07 -0.19
C 1.80131 0.45018 1.89834 0.00 0.41 0.00
C -0.00370 -1.10932 2.24758 -0.01 -0.45 0.52
N 2.83410 -0.02461 5.17922 0.40 -0.57 0.56
C 3.63399 1.01555 4.57515 -0.40 0.55 0.13
C 3.71115 -0.97988 5.84873 0.03 -0.29 -0.14
N 0.52675 0.72462 5.04419 -0.63 -1.28 1.21
C -0.16275 1.70844 4.23004 -0.65 -0.21 -0.32
C 0.68634 1.15335 6.43212 -0.16 -0.12 0.20
H 1.13757 1.14585 1.36634 -0.01 -0.10 -0.10
H 2.28532 -0.19579 1.15383 0.01 0.00 0.02
H 2.57279 1.07545 2.33535 0.01 -0.15 0.19
H -0.98141 -0.85264 2.67836 -0.05 -0.11 -0.07
H 0.15973 -2.18288 2.39176 -0.02 0.02 0.02
H -0.06535 -0.93054 1.17745 0.16 0.16 0.00
H 4.20273 0.64755 3.71141 0.01 0.08 -0.04
H 4.35457 1.40764 5.29867 -0.01 -0.12 0.07
H 3.02604 1.87432 4.28033 -0.07 -0.10 -0.16
H 4.32408 -1.54591 5.13654 0.02 -0.07 0.06
H 3.13845 -1.68997 6.43900 -0.01 -0.06 -0.11
H 4.38060 -0.45958 6.53958 -0.05 0.20 -0.10
H 0.54136 2.42719 3.80047 0.03 -0.06 -0.06
H -0.88426 2.26768 4.83021 0.12 -0.06 0.18
H -0.74760 1.25936 3.43139 0.19 -0.02 -0.11
H 1.45870 1.92322 6.51781 0.02 -0.02 -0.01
H 0.96177 0.31968 7.07336 0.13 0.01 -0.03
H -0.24732 1.55897 6.83059 -0.05 -0.02 -0.13
O -1.52837 -0.19217 -2.54253 1.98 2.51 1.36
P -0.24787 -0.34828 -3.32792 -1.87 -4.66 -3.71
N -0.86140 -0.02161 -4.90076 0.12 0.37 -0.17
C -1.18182 -0.91169 -5.98890 0.26 -0.18 -0.20
C -1.37072 1.32688 -5.10543 0.00 0.15 0.53
N 0.01716 -2.01240 -2.93719 -0.26 -0.18 0.87
C 0.07785 -3.09164 -3.89533 0.63 0.11 -0.27
C -0.60628 -2.49387 -1.70928 -0.30 0.09 0.04
N 1.37457 -0.21227 -3.83980 0.05 0.96 1.63
C 1.86134 0.10056 -5.16812 -0.09 0.72 -0.27
C 2.43092 -0.68920 -2.94841 0.09 0.16 0.20
H -0.74770 -0.53828 -6.92748 -0.12 0.06 -0.01
H -2.26621 -1.00504 -6.12949 0.01 -0.01 0.00
H -0.78286 -1.91358 -5.87399 0.00 0.03 0.23
H -0.55617 2.06443 -5.07441 -0.09 0.07 -0.02
H -2.10173 1.59933 -4.33754 0.04 0.04 0.00
H -1.85933 1.42610 -6.07393 0.07 -0.18 -0.06
H -0.91554 -3.35536 -4.28111 0.04 -0.04 -0.07
H 0.49671 -3.98819 -3.42977 -0.04 0.05 0.12
H 0.74872 -2.85888 -4.72583 -0.13 0.12 -0.08
H -1.66803 -2.73358 -1.85250 -0.01 0.00 0.09
H -0.53118 -1.75373 -0.91770 -0.09 0.05 -0.05
H -0.09717 -3.39297 -1.35194 0.10 -0.02 -0.19
H 1.84044 -0.78293 -5.81357 -0.08 0.00 0.00
H 2.89331 0.45707 -5.12581 0.01 -0.11 0.20
H 1.30301 0.90428 -5.64170 -0.16 -0.15 -0.03
H 2.72176 -1.71338 -3.19888 -0.03 -0.01 0.00
H 2.10954 -0.66890 -1.90990 -0.06 -0.11 -0.01
H 3.31890 -0.05514 -3.01296 -0.08 0.07 -0.10
```
Forces are in eV/Å.

Partial charges, Mulliken, in e:
1 O -0.48
2 C -0.13
3 C -0.55
4 N 0.30
5 O -0.41
6 S 1.20
7 O -0.61
8 O -0.63
9 F -0.01
10 H 0.49
11 H 0.32
12 H 0.30
13 H 0.33
14 O -0.87
15 P 0.83
16 N 0.28
17 C -0.81
18 C -0.67
19 N 0.23
20 C -1.19
21 C -1.07
22 N -0.01
23 C -0.62
24 C -1.00
25 H 0.18
26 H 0.35
27 H 0.24
28 H 0.35
29 H 0.39
30 H -0.28
31 H 0.33
32 H 0.42
33 H 0.26
34 H 0.30
35 H 0.33
36 H 0.36
37 H 0.22
38 H 0.37
39 H 0.02
40 H 0.31
41 H 0.33
42 H 0.36
43 O -1.05
44 P 1.00
45 N 0.29
46 C -1.07
47 C -1.00
48 N 0.32
49 C -1.25
50 C -0.59
51 N 0.03
52 C -0.86
53 C -0.92
54 H 0.37
55 H 0.32
56 H 0.31
57 H 0.33
58 H 0.08
59 H 0.44
60 H 0.33
61 H 0.40
62 H 0.28
63 H 0.28
64 H -0.20
65 H 0.43
66 H 0.25
67 H 0.36
68 H 0.24
69 H 0.29
70 H 0.18
71 H 0.39

Look up the energy relative to the best compared isomer or geometry (same formula, charge and spin) of the second one.
48.3 kcal per mole

Which value of energy relative to the best compared isomer or geometry (same formula, charge and spin) does entry 3 give?
110.8 kcal per mole

What is the energy relative to the best compared isomer or geometry (same formula, charge and spin) in the second record?
48.3 kcal per mole